14
Properties=species:S:1:pos:R:3 method="wB97M-V/def2-TZVPD" charge=-1 e_above_lowest_kj_mol=18.4 lumo_ev=4.035 orbital_gap_ha=0.2615
S 0.6042 0.5936 -0.9260
O -2.3957 1.1390 -1.0650
O 2.7603 1.6689 1.4084
C 0.1141 -0.5596 0.4130
C -0.5037 -1.8438 -0.1476
H 0.0266 -2.2204 -1.0265
H 2.3903 2.4453 0.9754
H -1.4360 0.9291 -1.0244
H 2.5136 0.9912 0.7585
H -1.4723 -1.6144 -0.6159
H -0.6587 -0.1167 1.0307
H -2.3563 2.0786 -1.2863
H 1.0211 -0.8242 0.9381
H -0.6075 -2.6665 0.5676